Below is an isolated molecule of C25H27FN4O4S, with properties calculated with wB97M-V/def2-TZVPD.

```
62
Properties=species:S:1:pos:R:3:mulliken_charge:R:1
C -4.67 -2.16 0.97 -1.687
C -3.70 -2.07 -0.22 1.360
C -4.45 -1.69 -1.49 -1.839
C -2.97 -3.41 -0.40 -1.657
N -2.71 -1.02 0.03 0.330
C -1.87 -0.98 1.06 -0.860
O -1.81 -1.78 1.98 -0.695
C -0.86 0.19 0.99 0.848
C -1.48 1.56 0.82 -0.173
C -2.80 1.79 1.15 -0.676
C -3.35 3.05 1.03 -0.789
C -2.57 4.12 0.58 0.850
O -3.07 5.37 0.44 -0.561
C -1.23 3.90 0.28 -0.978
C -0.69 2.63 0.41 -0.384
N 0.14 -0.12 -0.04 1.238
C -0.15 0.10 -1.35 0.526
O -1.24 0.50 -1.72 -0.717
C 0.97 -0.09 -2.37 -0.975
C 1.72 1.24 -2.57 -1.004
C 2.68 1.50 -1.44 0.418
O 2.53 2.35 -0.59 -0.681
N 3.78 0.69 -1.44 0.098
C 4.76 0.78 -0.48 0.588
N 5.76 -0.02 -0.43 -0.657
C 6.58 0.29 0.61 -0.518
C 6.18 1.36 1.36 -0.354
S 4.70 2.02 0.75 -0.030
C 1.29 -0.80 0.42 -0.497
C 2.13 -0.19 1.35 -0.458
C 3.23 -0.87 1.83 -0.873
C 3.52 -2.15 1.40 -0.776
C 2.67 -2.74 0.49 0.049
F 2.93 -4.00 0.07 -0.352
C 1.55 -2.10 0.00 -0.356
H -5.40 -2.94 0.80 0.471
H -5.19 -1.21 1.10 0.346
H -4.12 -2.38 1.88 0.377
H -4.96 -0.74 -1.36 0.407
H -3.76 -1.60 -2.33 0.401
H -5.19 -2.45 -1.73 0.445
H -2.29 -3.35 -1.25 0.306
H -3.69 -4.21 -0.59 0.458
H -2.41 -3.65 0.49 0.404
H -2.59 -0.32 -0.70 0.417
H -0.32 0.17 1.95 1.067
H -3.42 0.98 1.51 0.485
H -4.39 3.22 1.28 0.289
H -4.01 5.38 0.68 0.273
H -0.63 4.73 -0.05 0.501
H 0.35 2.49 0.18 0.484
H 1.66 -0.88 -2.08 0.450
H 0.48 -0.36 -3.31 0.485
H 2.27 1.20 -3.51 0.469
H 1.00 2.05 -2.62 0.430
H 3.91 -0.02 -2.14 0.306
H 7.46 -0.30 0.77 0.443
H 6.66 1.78 2.21 0.443
H 1.93 0.82 1.67 0.493
H 3.88 -0.39 2.56 0.454
H 4.38 -2.69 1.77 0.500
H 0.88 -2.61 -0.67 0.636
```

Summary:
**SMILES**: CC(C)(C)NC(=O)[C@H](c1ccc(O)cc1)N(C(=O)CCC(=O)Nc1nccs1)c1cccc(F)c1
**Energy above the lowest of the compared OMol25 structures with the same formula, charge and spin**: 4.2 kcal/mol
**HOMO level**: -0.3071 Ha
**Gap between HOMO and LUMO**: 8.84 eV
**LUMO energy**: 0.49 eV
**2S+1**: 1